Arrangement i

{
  "formula": "C4H6ClNO",
  "method": "ωB97M-V with the def2-TZVPD basis set",
  "elements": ["N", "C", "C", "O", "H", "H", "H", "C", "C", "Cl", "H", "H", "H"],
  "positions_angstrom": [[0.67, 0.16, -2.29], [0.90, -0.63, -1.43], [1.22, -1.36, -0.43], [1.44, -1.06, 0.90], [-0.25, 0.64, -2.38], [1.45, -2.50, -0.60], [1.28, -0.11, 0.93], [-1.26, 0.27, 1.61], [-1.35, -0.11, 0.33], [-1.87, -1.59, -0.33], [-1.10, 1.38, 1.77], [-1.36, -0.35, 2.43], [-1.31, 0.56, -0.56]],
  "smiles": "N=C=CO.C=CCl",
  "e_homo_ev": -8.12,
  "gap_ev": 8.870
}

Arrangement ii

{
  "formula": "C4H6ClNO",
  "method": "ωB97M-V with the def2-TZVPD basis set",
  "elements": ["C", "C", "C", "C", "N", "O", "Cl", "H", "H", "H", "H", "H", "H"],
  "positions_angstrom": [[2.56, -0.01, -0.90], [-1.11, 0.65, 1.30], [-1.12, -0.53, 0.37], [1.29, -0.24, -1.42], [3.55, 0.18, -0.35], [0.08, -1.12, 0.27], [0.31, 1.00, -2.01], [-0.13, 0.62, 1.72], [-1.10, 1.59, 0.67], [-1.84, 0.50, 2.16], [-1.67, -0.15, -0.60], [-1.86, -1.33, 0.59], [1.04, -1.16, -1.80]],
  "e_homo_ev": [-9.43, -10.41],
  "gap_ev": [7.812, 8.881]
}

Verdict on stability: arrangement i comes out on top.

Arrangement i

{
  "formula": "C26H31N6O6PPd",
  "method": "ωB97M-V with the def2-TZVPD basis set",
  "elements": ["Pd", "C", "C", "C", "O", "C", "O", "O", "H", "H", "H", "H", "H", "H", "H", "C", "O", "C", "C", "C", "C", "C", "C", "C", "N", "C", "C", "N", "C", "C", "C", "C", "N", "C", "C", "N", "C", "C", "C", "C", "H", "H", "H", "H", "H", "H", "H", "H", "H", "H", "H", "H", "H", "H", "N", "C", "P", "O", "O", "C", "N", "H", "H", "H", "H", "H", "H", "H", "H", "H", "H"],
  "positions_angstrom": [[0.88, -0.09, 0.45], [-3.04, -2.20, -1.65], [-1.73, -1.52, -2.03], [-1.66, -1.24, -3.52], [-0.68, -2.43, -1.65], [-1.62, -0.21, -1.23], [-2.13, 0.80, -1.68], [-1.05, -0.25, -0.04], [-3.12, -3.15, -2.16], [-3.88, -1.57, -1.93], [-3.10, -2.37, -0.57], [-1.78, -2.17, -4.08], [-0.71, -0.78, -3.79], [-2.45, -0.55, -3.81], [0.14, -2.08, -2.03], [9.09, 10.12, 4.15], [7.76, 10.18, 3.66], [7.13, 9.03, 3.35], [5.82, 9.15, 2.87], [5.10, 8.03, 2.54], [5.66, 6.76, 2.66], [6.97, 6.64, 3.14], [7.71, 7.76, 3.48], [4.86, 5.60, 2.30], [3.66, 5.64, 1.77], [3.29, 4.35, 1.59], [4.28, 3.48, 2.01], [5.28, 4.30, 2.46], [4.16, 2.07, 1.94], [5.10, 1.11, 2.38], [4.81, -0.22, 2.26], [3.60, -0.63, 1.68], [2.71, 0.25, 1.25], [2.96, 1.58, 1.39], [1.91, 2.47, 0.98], [0.77, 1.90, 0.51], [-0.23, 2.65, 0.09], [-0.14, 4.05, 0.12], [0.99, 4.66, 0.61], [2.06, 3.85, 1.06], [9.39, 11.14, 4.33], [9.76, 9.67, 3.41], [9.14, 9.56, 5.08], [5.40, 10.14, 2.78], [4.09, 8.13, 2.17], [7.45, 5.68, 3.24], [8.72, 7.64, 3.84], [6.16, 4.03, 2.87], [6.03, 1.43, 2.81], [5.50, -0.98, 2.60], [3.35, -1.67, 1.56], [-1.11, 2.15, -0.29], [-0.98, 4.63, -0.24], [1.09, 5.73, 0.66], [2.45, -5.32, 0.27], [1.07, -4.84, -0.07], [0.78, -3.44, 1.11], [1.52, -3.88, 2.33], [1.22, -2.16, 0.42], [-1.05, -3.50, 1.35], [-1.62, -2.22, 1.90], [3.17, -4.72, -0.13], [2.62, -6.28, -0.05], [2.53, -5.26, 1.30], [0.38, -5.65, 0.17], [0.99, -4.60, -1.12], [-1.32, -4.30, 2.03], [-1.51, -3.65, 0.37], [-1.07, -1.42, 1.56], [-1.62, -2.21, 2.92], [-2.57, -2.04, 1.57]],
  "e_homo_ev": -11.64,
  "total_charge": 2,
  "gap_ev": 6.131
}

Arrangement ii

{
  "formula": "C26H31N6O6PPd",
  "method": "ωB97M-V with the def2-TZVPD basis set",
  "elements": ["Pd", "C", "C", "C", "O", "C", "O", "O", "H", "H", "H", "H", "H", "H", "H", "C", "O", "C", "C", "C", "C", "C", "C", "C", "N", "C", "C", "N", "C", "C", "C", "C", "N", "C", "C", "N", "C", "C", "C", "C", "H", "H", "H", "H", "H", "H", "H", "H", "H", "H", "H", "H", "H", "H", "N", "C", "P", "O", "O", "C", "N", "H", "H", "H", "H", "H", "H", "H", "H", "H", "H"],
  "positions_angstrom": [[-0.93, -0.40, 1.99], [-3.44, 0.04, 6.14], [-3.65, -0.21, 4.66], [-5.12, -0.17, 4.29], [-3.10, -1.52, 4.37], [-2.88, 0.86, 3.88], [-3.38, 1.93, 3.64], [-1.61, 0.59, 3.56], [-3.92, -0.75, 6.72], [-3.86, 1.00, 6.43], [-2.37, 0.05, 6.39], [-5.67, -0.91, 4.87], [-5.26, -0.37, 3.22], [-5.53, 0.82, 4.49], [-3.46, -1.78, 3.52], [5.50, 3.39, -9.39], [4.82, 4.19, -8.43], [4.25, 3.58, -7.38], [3.60, 4.43, -6.47], [2.98, 3.90, -5.36], [3.00, 2.52, -5.12], [3.65, 1.69, -6.03], [4.27, 2.21, -7.16], [2.34, 2.01, -3.93], [1.64, 2.74, -3.08], [1.21, 1.87, -2.13], [1.64, 0.58, -2.39], [2.36, 0.70, -3.55], [1.34, -0.52, -1.55], [1.75, -1.86, -1.72], [1.37, -2.80, -0.80], [0.57, -2.44, 0.28], [0.16, -1.19, 0.47], [0.55, -0.24, -0.42], [0.12, 1.10, -0.13], [-0.62, 1.27, 1.01], [-1.07, 2.47, 1.33], [-0.81, 3.58, 0.51], [-0.06, 3.44, -0.63], [0.42, 2.17, -0.97], [5.89, 4.08, -10.13], [4.82, 2.68, -9.86], [6.33, 2.85, -8.92], [3.60, 5.49, -6.67], [2.48, 4.55, -4.66], [3.67, 0.62, -5.89], [4.76, 1.54, -7.85], [2.85, -0.03, -4.04], [2.35, -2.14, -2.57], [1.67, -3.83, -0.90], [0.25, -3.19, 0.99], [-1.65, 2.56, 2.24], [-1.21, 4.54, 0.81], [0.17, 4.28, -1.27], [-2.90, -5.56, 2.51], [-2.87, -4.53, 3.61], [-1.33, -3.58, 3.27], [-0.36, -4.62, 2.84], [-1.68, -2.43, 2.34], [-0.88, -2.86, 4.91], [0.01, -1.69, 4.65], [-3.21, -5.16, 1.62], [-3.51, -6.35, 2.73], [-1.93, -5.89, 2.38], [-2.77, -5.09, 4.54], [-3.79, -3.96, 3.61], [-0.37, -3.58, 5.53], [-1.78, -2.49, 5.39], [-0.27, -1.27, 3.74], [0.99, -1.96, 4.59], [-0.09, -0.96, 5.35]],
  "e_homo_ev": -11.69,
  "total_charge": 2,
  "gap_ev": 5.826
}

Verdict on stability: arrangement i comes out on top.

Arrangement i

{
  "formula": "C3H12NS",
  "method": "ωB97M-V with the def2-TZVPD basis set",
  "elements": ["C", "N", "H", "H", "H", "H", "H", "H", "C", "S", "C", "H", "H", "H", "H", "H", "H"],
  "positions_angstrom": [[-2.37, 0.25, -0.90], [-1.26, 1.09, -1.32], [-2.27, -0.01, 0.15], [-2.33, -0.72, -1.41], [-3.35, 0.65, -1.12], [-1.30, 2.02, -0.89], [-0.29, 0.77, -1.01], [-1.11, 1.23, -2.32], [0.48, -1.42, 1.18], [1.28, -0.47, -0.17], [2.68, 0.26, 0.71], [-0.56, -1.61, 0.95], [1.02, -2.36, 1.22], [0.57, -0.88, 2.12], [3.28, 0.92, 0.10], [3.27, -0.54, 1.14], [2.25, 0.80, 1.56]],
  "e_homo_ev": -12.75,
  "total_charge": 1,
  "gap_ev": 9.384
}

Arrangement ii

{
  "formula": "C3H12NS",
  "method": "ωB97M-V with the def2-TZVPD basis set",
  "elements": ["C", "N", "H", "H", "H", "H", "H", "H", "C", "S", "C", "H", "H", "H", "H", "H", "H"],
  "positions_angstrom": [[2.79, -0.17, -0.33], [1.79, 0.28, 0.67], [2.60, 0.29, -1.29], [2.68, -1.25, -0.47], [3.78, 0.17, -0.03], [1.73, 1.30, 0.66], [0.80, -0.10, 0.46], [2.05, -0.05, 1.60], [-1.81, -0.35, 1.28], [-1.04, -0.58, -0.39], [-1.02, 1.15, -1.05], [-1.93, 0.72, 1.54], [-2.75, -0.87, 1.11], [-1.27, -1.00, 1.98], [-2.02, 1.39, -1.43], [-0.25, 1.11, -1.82], [-0.74, 1.83, -0.25]],
  "e_homo_ev": -13.03,
  "total_charge": 1,
  "gap_ev": 9.611
}

Verdict on stability: arrangement i comes out on top.

Arrangement i

{
  "formula": "C7H17N",
  "method": "ωB97M-V with the def2-TZVPD basis set",
  "elements": ["C", "C", "C", "C", "N", "H", "H", "H", "H", "H", "H", "H", "H", "H", "H", "H", "C", "C", "C", "H", "H", "H", "H", "H", "H"],
  "positions_angstrom": [[-1.61, -0.57, -0.02], [0.28, -1.13, 0.44], [-2.18, 0.26, 1.08], [1.77, -1.34, 0.17], [-2.27, -1.78, -0.24], [-1.47, -0.05, -0.96], [-2.43, -2.34, 0.59], [-2.50, -2.00, -1.20], [-0.06, -2.18, 0.37], [0.14, -0.82, 1.47], [-2.93, 0.96, 0.69], [-2.60, -0.32, 1.90], [-1.38, 0.88, 1.54], [2.37, -0.52, 0.57], [1.96, -1.54, -0.88], [2.13, -2.21, 0.72], [1.39, 1.19, -1.71], [0.68, 1.46, -0.42], [1.28, 2.12, 0.62], [-0.36, 1.74, -0.59], [2.46, 0.99, -1.56], [0.96, 0.33, -2.23], [1.31, 2.05, -2.37], [2.36, 2.22, 0.67], [0.70, 2.64, 1.37]],
  "e_homo_ev": -7.74,
  "gap_ev": 8.772
}

Arrangement ii

{
  "formula": "C7H17N",
  "method": "ωB97M-V with the def2-TZVPD basis set",
  "elements": ["C", "C", "C", "N", "C", "C", "C", "C", "H", "H", "H", "H", "H", "H", "H", "H", "H", "H", "H", "H", "H", "H", "H", "H", "H"],
  "positions_angstrom": [[-0.32, 0.25, -1.74], [-0.88, -0.66, -0.40], [-0.46, -2.15, -0.72], [-0.95, -0.25, 1.07], [0.43, -0.12, 0.90], [1.06, 1.18, 1.05], [2.44, 1.15, 0.20], [0.03, 2.31, 0.77], [-0.83, -0.31, -2.58], [0.82, 0.17, -1.80], [-0.48, 1.30, -1.85], [-2.12, -0.67, -0.68], [-0.89, -2.72, 0.03], [-0.85, -2.64, -1.61], [0.64, -2.30, -0.56], [1.06, -0.99, 0.99], [-4.17, -3.10, 1.42], [-3.64, -2.77, 1.12], [1.49, 1.29, 2.02], [2.53, 1.25, -0.91], [3.03, 1.96, 0.50], [2.79, 0.16, 0.49], [-0.86, 1.81, 0.40], [-0.24, 2.79, 1.71], [0.36, 3.08, 0.18]],
  "e_homo_ev": -7.82,
  "gap_ev": 7.869
}

Arrangement iii

{
  "formula": "C7H17N",
  "method": "ωB97M-V with the def2-TZVPD basis set",
  "elements": ["C", "C", "C", "C", "C", "N", "C", "C", "H", "H", "H", "H", "H", "H", "H", "H", "H", "H", "H", "H", "H", "H", "H", "H", "H"],
  "positions_angstrom": [[-0.77, -0.50, -0.69], [0.50, -0.74, -1.37], [0.52, -0.81, -2.92], [1.39, -1.75, -0.61], [-1.38, 0.81, -0.45], [-1.59, 1.16, 1.02], [-0.29, 1.11, 1.75], [-0.50, 1.21, 3.27], [-1.32, -1.41, -0.44], [2.24, 0.32, -1.09], [0.80, 0.33, -1.13], [0.37, -1.84, -3.23], [-0.35, -0.22, -3.20], [1.48, -0.38, -3.23], [1.30, -1.48, 0.44], [1.02, -2.79, -0.71], [2.40, -1.72, -0.99], [-2.38, 1.02, -0.83], [-0.74, 1.62, -0.83], [-1.98, 0.28, 1.37], [0.32, 0.21, 1.56], [0.24, 2.00, 1.40], [0.52, 1.34, 3.67], [-0.70, 0.20, 3.63], [-1.09, 2.06, 3.61]],
  "e_homo_ev": -6.91,
  "gap_ev": 5.554
}

Verdict on stability: arrangement i comes out on top.